(1)
{"formula": "C17H19Cl2N5O2S2Sr", "method": "ωB97M-V/def2-TZVPD", "symbols": ["Sr", "C", "S", "C", "S", "N", "N", "C", "C", "C", "C", "C", "C", "N", "H", "H", "H", "H", "H", "H", "H", "H", "Cl", "C", "C", "C", "Cl", "C", "O", "C", "C", "O", "C", "H", "H", "H", "N", "C", "C", "N", "H", "H", "H", "H", "H", "H", "H", "H"], "xyz": [[-0.016, 0.627, -0.031], [0.264, 3.476, 5.757], [1.452, 3.223, 4.343], [0.298, 2.613, 3.160], [0.112, 3.369, 1.713], [-0.164, 1.478, 3.725], [-0.675, 0.553, 2.857], [-0.984, -0.595, 3.438], [-1.392, -1.688, 2.644], [-1.964, -2.817, 3.281], [-2.548, -3.786, 2.545], [-2.350, -3.746, 1.156], [-1.632, -2.700, 0.557], [-1.276, -1.629, 1.305], [0.688, 2.914, 6.614], [-0.709, 3.051, 5.568], [0.186, 4.558, 5.825], [-0.896, -0.646, 4.480], [-1.878, -2.842, 4.332], [-3.100, -4.578, 3.045], [-2.531, -4.570, 0.442], [-1.294, -2.739, -0.460], [-1.278, 1.548, -7.767], [-1.198, 1.045, -6.091], [-1.436, -0.283, -5.749], [-1.337, -0.731, -4.434], [-1.403, -2.431, -4.088], [-1.066, 0.277, -3.392], [-1.035, -0.203, -2.204], [-0.903, 1.671, -3.756], [-0.549, 2.696, -2.787], [-0.063, 2.418, -1.627], [-0.874, 1.999, -5.103], [-1.556, -0.955, -6.562], [-0.753, 3.750, -3.038], [-0.628, 2.952, -5.495], [1.837, -1.477, -1.134], [2.996, -0.603, -1.283], [3.450, 0.111, 0.040], [2.555, -0.097, 1.152], [2.167, -2.298, -0.650], [1.509, -1.842, -1.985], [2.796, 0.194, -1.958], [3.875, -1.152, -1.678], [3.592, 1.148, -0.214], [4.434, -0.264, 0.209], [2.961, 0.124, 2.086], [2.319, -1.126, 1.216]], "forces_ev_per_angstrom": [[-0.277, -0.601, 0.863], [1.137, -0.464, -0.075], [-0.204, 1.254, 0.861], [-0.085, -1.973, 1.456], [-0.162, -0.222, -1.263], [-0.331, -0.445, -1.524], [0.003, -0.767, 0.798], [0.889, 3.393, -1.703], [-0.998, -1.670, -1.139], [0.737, 1.517, -0.437], [-0.197, -0.830, -0.981], [0.789, -0.450, -1.736], [-0.621, 0.057, 2.755], [0.706, -0.101, -0.790], [-0.265, 0.912, -0.240], [-0.084, -0.178, -0.430], [0.041, -0.151, 0.692], [0.006, -0.308, 1.494], [-0.382, -0.114, 1.095], [0.201, -0.066, -0.304], [-0.512, 0.283, 0.934], [-0.235, 0.219, -0.469], [0.083, -0.192, 0.293], [0.440, 1.540, 1.350], [0.535, -0.454, 1.003], [0.292, 2.353, -1.254], [-0.048, 0.565, 0.170], [-0.531, -2.266, 0.903], [0.455, 1.118, 0.260], [0.704, -0.377, 0.583], [0.878, -1.900, 2.719], [-1.335, 1.383, -3.278], [-1.232, -1.586, -2.207], [-0.346, -0.729, -0.425], [0.328, -0.202, -0.052], [0.116, 1.045, 0.172], [0.418, 0.528, 1.684], [0.832, -0.199, 0.403], [0.310, -0.827, -0.949], [-0.993, -1.425, 1.214], [-0.187, -0.278, 0.365], [-0.575, -0.092, -1.557], [-0.515, 0.381, -0.948], [-0.385, 0.309, 0.081], [-0.268, 0.615, 0.317], [0.903, -0.287, 0.529], [-0.359, 0.119, -1.189], [0.329, 1.562, -0.048]], "e_lumo_ev": -0.40, "largest_force_ev_per_a": 3.899, "total_charge": 0, "e_homo_ev": -7.03}



(2)
{"formula": "C17H19Cl2O4P", "method": "ωB97M-V/def2-TZVPD", "symbols": ["C", "C", "C", "O", "C", "C", "C", "C", "O", "C", "C", "C", "P", "O", "C", "O", "H", "H", "H", "H", "H", "H", "H", "H", "H", "H", "H", "H", "H", "H", "H", "Cl", "C", "C", "Cl", "C", "C", "C", "C", "H", "H", "H", "H"], "xyz": [[3.622, 0.735, 0.697], [3.570, 2.101, -0.208], [2.876, 3.397, 0.555], [1.682, 3.011, 1.324], [0.448, 3.596, 0.777], [-0.705, 2.420, 0.684], [-0.573, 1.025, 1.193], [-1.828, -0.057, 0.977], [-2.062, -1.106, 1.772], [-2.790, 0.227, -0.357], [-3.612, -0.954, -1.169], [-2.939, 1.640, -0.881], [-4.040, 1.975, -2.417], [-5.595, 2.036, -2.077], [-2.142, 2.823, -0.056], [-2.633, 4.079, 0.026], [4.712, 0.553, 1.123], [2.874, 0.703, 1.596], [3.331, -0.158, -0.023], [3.009, 1.951, -1.225], [4.696, 2.413, -0.446], [2.717, 4.271, -0.206], [3.665, 3.802, 1.354], [0.549, 4.063, -0.291], [0.089, 4.414, 1.561], [0.428, 0.681, 1.731], [-3.101, -1.247, -2.192], [-3.661, -1.902, -0.461], [-4.739, -0.659, -1.411], [-3.893, 0.936, -3.445], [-3.617, 3.263, -2.976], [3.752, -3.852, -0.370], [2.085, -4.022, 0.051], [1.390, -3.049, 0.779], [2.133, -1.583, 1.312], [0.043, -3.249, 1.097], [-0.611, -4.413, 0.688], [0.080, -5.380, -0.041], [1.425, -5.185, -0.359], [-0.504, -2.500, 1.664], [-1.658, -4.565, 0.939], [-0.429, -6.286, -0.363], [1.956, -5.946, -0.927]], "forces_ev_per_angstrom": [[0.350, -0.130, -0.822], [0.253, 0.845, 0.386], [2.122, -0.246, 0.467], [-0.553, 1.421, -2.413], [-1.179, -0.575, 0.935], [-0.755, -3.312, 0.562], [-0.835, 2.917, -1.415], [-0.632, -2.917, 2.245], [1.429, 6.491, -4.912], [-0.687, 3.547, -1.967], [-0.131, -0.505, 0.993], [2.006, -3.431, 2.554], [-4.876, 0.635, 1.620], [4.769, -0.306, -0.860], [-1.712, 4.399, 0.329], [3.196, -7.754, -0.720], [-2.327, 0.395, -0.922], [1.434, 0.524, -1.808], [1.015, 2.137, 1.596], [1.049, 0.041, 1.954], [-2.530, -0.563, 0.335], [-0.081, -1.687, 1.413], [-1.746, -0.890, -1.640], [-0.017, -0.894, 2.043], [0.504, -1.643, -1.891], [-2.557, 0.705, -1.177], [-0.761, 0.688, 2.253], [0.228, 1.972, -1.592], [2.546, -0.256, 0.704], [0.737, 0.906, 0.989], [0.236, -1.285, 0.455], [0.033, 0.196, 0.073], [-0.447, -0.237, 0.007], [-0.512, -0.503, 0.080], [-0.358, -1.026, 0.101], [-0.010, -0.411, -0.138], [0.312, 0.129, -0.074], [0.213, 0.229, 0.044], [-0.401, 0.077, 0.159], [0.305, -0.187, -0.117], [0.199, 0.089, -0.009], [0.150, 0.155, 0.045], [0.023, 0.258, 0.135]], "e_lumo_ev": -2.15, "largest_force_ev_per_a": 8.418, "smiles": "CCCOCC1=CC(=O)C(C)=C([PH2]=O)C1=O.Clc1ccccc1Cl", "total_charge": 0, "e_homo_ev": -9.30}



(3)
{"formula": "C17H19Cl3N4O2", "method": "ωB97M-V/def2-TZVPD", "symbols": ["O", "C", "C", "O", "C", "C", "C", "C", "C", "C", "Cl", "H", "Cl", "Cl", "H", "H", "H", "C", "N", "C", "C", "N", "C", "N", "C", "C", "C", "N", "H", "H", "H", "C", "H", "C", "H", "H", "H", "H", "H", "H", "H", "H", "H", "H", "H"], "xyz": [[1.075, -1.955, -2.242], [1.562, -1.476, -1.016], [2.778, -2.327, -0.623], [3.427, -1.839, 0.529], [4.224, -0.751, 0.450], [4.590, -0.091, -0.718], [5.440, 1.005, -0.677], [5.940, 1.466, 0.535], [5.581, 0.821, 1.710], [4.736, -0.269, 1.667], [4.287, -1.067, 3.121], [5.962, 1.170, 2.656], [6.992, 2.826, 0.594], [5.864, 1.788, -2.148], [4.226, -0.417, -1.679], [3.460, -2.403, -1.477], [2.446, -3.334, -0.360], [0.463, -1.551, 0.057], [-0.763, -0.984, -0.482], [-1.969, -1.551, 0.101], [-3.190, -1.048, -0.674], [-3.220, 0.392, -0.659], [-4.112, 1.080, 0.080], [-3.952, 2.410, 0.165], [-4.863, 3.076, 0.845], [-5.944, 2.460, 1.459], [-6.010, 1.081, 1.317], [-5.114, 0.389, 0.643], [-6.808, 0.499, 1.762], [-6.682, 3.016, 2.013], [-4.710, 4.148, 0.899], [-2.013, 0.998, -1.162], [-2.097, 2.079, -1.053], [-0.804, 0.469, -0.387], [0.109, 0.883, -0.817], [-0.875, 0.796, 0.665], [-1.908, 0.738, -2.221], [-4.111, -1.418, -0.225], [-3.122, -1.384, -1.714], [-1.918, -2.639, 0.029], [-2.076, -1.272, 1.163], [0.281, -2.604, 0.283], [0.801, -1.053, 0.977], [1.888, -0.428, -1.129], [0.131, -1.732, -2.258]], "forces_ev_per_angstrom": [[0.117, -0.244, -0.171], [0.133, 0.142, 0.477], [-0.433, -0.016, -0.578], [0.114, 0.216, 0.218], [0.228, 0.245, 0.167], [-0.101, -0.177, 0.058], [0.047, 0.013, 0.331], [-0.129, -0.142, -0.168], [-0.110, -0.106, -0.206], [-0.048, -0.008, -0.279], [-0.019, -0.065, 0.269], [0.028, 0.024, 0.084], [0.112, 0.130, 0.118], [-0.023, 0.004, -0.197], [-0.052, -0.035, -0.086], [0.006, -0.018, 0.074], [0.045, 0.085, -0.079], [0.265, 0.058, -0.220], [0.005, -0.070, 0.116], [-0.274, -0.042, -0.229], [-0.018, -0.392, 0.260], [0.269, -0.201, -0.223], [-0.558, 0.374, 0.229], [0.279, -0.020, -0.135], [-0.254, -0.097, 0.173], [0.017, -0.016, -0.019], [-0.016, 0.315, 0.078], [0.136, -0.268, -0.075], [-0.093, 0.050, 0.061], [-0.071, 0.054, 0.053], [-0.078, 0.076, 0.055], [0.359, 0.272, 0.080], [0.078, -0.146, -0.107], [-0.136, 0.160, -0.280], [0.006, 0.032, 0.028], [0.036, -0.021, -0.038], [0.043, 0.051, 0.034], [0.140, -0.034, -0.133], [-0.008, -0.046, 0.057], [0.005, 0.025, 0.038], [0.007, -0.033, -0.017], [0.006, -0.001, 0.008], [-0.050, -0.043, 0.010], [-0.025, -0.133, 0.067], [0.014, 0.049, 0.098]], "e_lumo_ev": 0.63, "largest_force_ev_per_a": 0.722, "smiles": "O[C@H](COc1cc(Cl)c(Cl)cc1Cl)CN1CCN(c2ncccn2)CC1", "total_charge": 0, "e_homo_ev": -8.35}



(4)
{"formula": "C17H19Cl4N3", "method": "ωB97M-V/def2-TZVPD", "symbols": ["N", "C", "C", "C", "C", "C", "H", "H", "H", "H", "H", "N", "C", "C", "C", "C", "C", "H", "H", "H", "H", "H", "N", "C", "C", "C", "C", "C", "H", "H", "H", "H", "H", "C", "Cl", "Cl", "H", "H", "C", "Cl", "Cl", "H", "H"], "xyz": [[3.155, -0.863, 0.566], [4.251, -0.165, 0.220], [5.545, -0.766, -0.001], [5.641, -2.099, 0.307], [4.537, -2.854, 0.696], [3.265, -2.219, 0.706], [4.015, 0.853, -0.053], [6.426, -0.241, -0.339], [6.593, -2.605, 0.238], [4.699, -3.903, 0.898], [2.356, -2.763, 0.914], [-5.177, -1.680, 4.729], [-6.533, -1.460, 4.582], [-7.056, -0.578, 3.593], [-6.160, 0.062, 2.774], [-4.808, -0.025, 2.976], [-4.361, -0.981, 3.896], [-7.229, -1.874, 5.296], [-8.102, -0.316, 3.540], [-6.516, 0.825, 2.099], [-4.148, 0.499, 2.302], [-3.313, -1.118, 4.117], [1.557, 2.735, -4.801], [2.238, 2.901, -3.648], [1.638, 2.796, -2.372], [0.293, 2.519, -2.325], [-0.431, 2.270, -3.502], [0.248, 2.344, -4.669], [3.271, 3.217, -3.666], [2.177, 2.856, -1.438], [-0.173, 2.523, -1.351], [-1.470, 1.975, -3.491], [-0.318, 2.154, -5.569], [0.492, -1.472, -3.050], [2.139, -1.680, -2.612], [-0.554, -1.146, -1.597], [0.371, -0.631, -3.732], [0.246, -2.449, -3.467], [0.344, 0.562, 1.396], [0.572, 2.290, 1.185], [-1.296, 0.247, 2.118], [0.452, 0.029, 0.452], [1.124, 0.232, 2.082]], "forces_ev_per_angstrom": [[0.617, -1.154, -0.386], [0.586, -1.348, -0.770], [-1.988, 0.717, 0.667], [0.094, -0.563, 0.220], [-1.282, 0.945, -0.547], [2.001, 0.872, 0.607], [0.435, 0.331, 0.282], [-0.227, 0.350, -0.017], [0.158, 0.022, -0.046], [-0.394, -0.083, 0.031], [-0.081, -0.023, 0.031], [-1.863, 1.163, -1.509], [2.460, -0.448, 0.429], [0.322, 0.053, -0.589], [-0.645, 1.515, -0.264], [-0.574, 0.007, -1.265], [-0.241, -1.363, 3.235], [0.292, -0.257, 0.335], [-0.139, -0.243, 0.162], [-0.143, -0.167, -0.302], [0.366, 0.067, 0.221], [0.267, -0.298, -0.498], [-0.369, -0.579, 1.346], [-1.179, 0.145, 0.085], [-0.147, -0.404, -1.004], [-0.506, -0.031, 0.142], [0.357, -0.099, 1.551], [1.357, 0.757, -1.156], [0.182, -0.121, -0.540], [0.286, 0.324, -0.129], [-0.263, -0.225, -0.058], [-0.078, 0.120, 0.074], [0.325, 0.015, -0.429], [-0.698, -0.290, 0.092], [1.224, 0.265, 0.362], [0.190, -0.203, -0.641], [-0.041, -0.219, 0.125], [-0.731, 0.477, -0.038], [0.312, -0.051, 0.295], [0.016, 0.093, -0.064], [0.478, -0.147, -0.245], [-0.294, 0.210, 0.176], [-0.442, -0.135, 0.028]], "e_lumo_ev": [-4.88, -9.18], "largest_force_ev_per_a": 3.518, "s2": 0.768, "multiplicity": 2, "total_charge": 1, "e_homo_ev": [-11.26, -11.26]}